Formula: C25H42BrFeNOP2
Source: OMol25
Level of theory: the ωB97M-V functional and the def2-TZVPD basis

```
73
C25H42BrFeNOP2 | OMol25 | the ωB97M-V functional and the def2-TZVPD basis
H 4.75 -2.71 4.03
H -5.01 2.55 -4.18
H -4.11 3.84 -0.70
H -2.81 0.28 4.38
Fe 0.90 -0.20 0.32
H 0.74 -2.83 -2.65
H 3.87 -1.60 -0.53
C -1.45 -4.14 2.15
C -4.13 3.44 -1.72
H 7.38 1.48 1.03
H 3.66 -0.92 2.40
C -1.11 1.36 -1.77
H 6.51 1.84 -0.48
C -3.33 -1.60 1.25
C -3.23 2.51 -2.15
H 5.50 -2.49 -2.38
H -0.53 -2.40 3.07
P 5.57 -0.78 0.94
H -0.96 1.31 -2.86
C -6.33 4.18 -4.70
N -6.89 5.34 -4.35
H -6.59 3.77 -5.68
H -1.71 1.55 2.13
Br 1.72 0.75 2.23
H -0.54 -1.67 -2.29
H 6.28 -2.42 3.17
H 1.49 -1.77 -0.65
H 5.50 -1.10 4.07
H -1.06 -4.93 2.79
H -2.42 -3.84 2.55
C 5.31 -1.97 3.43
H -7.10 6.84 -2.92
C 4.50 -1.60 2.17
C -0.45 -2.99 2.14
C -0.12 0.97 -0.87
H 0.88 -3.38 -0.13
H 5.09 1.20 2.19
H -3.15 2.27 -3.21
C -2.25 -1.91 0.21
H -2.31 -2.95 -0.13
C -5.12 4.06 -2.59
C 0.57 -2.41 -0.55
C -0.38 1.11 0.52
C -1.56 1.55 1.06
P -0.56 -1.76 0.81
H -3.49 2.38 0.48
C -2.53 1.97 0.15
C -0.06 -2.59 -1.94
C -2.29 1.91 -1.24
H 6.83 -2.16 -1.27
C -5.77 5.26 -2.23
O -2.12 -0.07 3.79
H -3.86 -2.52 1.53
C -6.62 5.88 -3.16
H -2.37 -1.25 -0.67
H 4.12 -2.52 1.70
H 4.31 1.23 0.58
H -4.07 -0.91 0.82
C 5.25 1.01 1.12
C -5.44 3.50 -3.85
H 4.92 -0.37 -1.31
H 5.59 -3.35 -0.84
H -0.79 -3.41 -1.96
H -5.60 5.73 -1.27
C 6.43 1.85 0.61
H -1.61 -4.58 1.16
H -1.33 -0.16 4.34
H 0.58 -3.37 2.08
C 5.75 -2.38 -1.32
H 0.87 0.63 -1.25
H -2.93 -1.13 2.16
H 6.32 2.89 0.93
C 4.91 -1.27 -0.68
```

Values from the calculation:
Electronic energy ... -5627.51991 Ha
Gap between HOMO and LUMO (alpha / beta) ... 6.343 / 3.788 eV
E_HOMO (alpha / beta) ... -12.63 / -12.75 eV
Energy above the lowest of the compared OMol25 structures with the same formula, charge and spin ... 155.5 kJ/mol
LUMO level (alpha / beta) ... -6.3 / -9.0 eV
Total charge ... +2
Maximum force ... 2.8 eV/Å
2S+1 ... 5

***

Formula: C25H42GeN2P2PtS
Source: OMol25
Level of theory: the ωB97M-V functional and the def2-TZVPD basis

```
74
C25H42GeN2P2PtS | OMol25 | the ωB97M-V functional and the def2-TZVPD basis
C -3.04 3.13 -1.12
H -2.02 1.88 4.39
H -0.60 3.64 -3.21
C -2.71 -0.06 3.74
H 6.03 1.13 0.57
C -1.33 1.41 2.44
C 5.61 -0.88 -0.06
Pt -0.35 1.20 -0.47
H 6.21 -1.35 0.72
S 0.42 5.72 0.55
C -3.48 -0.38 4.98
H 2.79 -1.99 0.64
H -3.69 -1.44 5.07
C -1.95 -0.61 1.53
H -5.79 -0.38 -3.97
C -2.03 1.14 3.60
H 0.13 -1.31 -3.94
H 2.43 2.39 1.39
H 6.23 -0.82 -0.96
C -4.20 -1.71 -3.39
P -0.59 -0.68 -1.73
P -1.92 2.03 -2.01
C 0.24 4.18 0.37
C 4.29 1.21 -0.69
H 2.32 1.11 -1.61
H -4.73 -2.59 -3.71
H -4.44 0.16 4.97
H -1.93 -1.28 0.68
H -1.01 2.24 -4.23
C -4.13 0.69 -3.12
H 4.77 1.13 -1.67
C 2.63 -2.37 1.65
Ge 2.00 1.00 0.90
H -4.61 1.65 -3.24
H 2.68 0.06 3.02
C 5.16 0.51 0.36
H -3.80 3.52 -1.80
N 0.10 3.00 0.26
C -2.94 -1.82 -2.83
H 1.48 -4.12 1.05
H 1.51 -0.88 -2.91
C -2.87 0.58 -2.55
H -3.52 2.59 -0.30
H -2.47 3.97 -0.72
C -0.24 -2.33 -1.08
H 4.78 -1.54 -0.27
C -1.39 2.94 -3.48
C -2.67 -0.94 2.66
H 0.56 -1.78 1.75
H 4.61 0.45 1.32
H 0.49 0.40 -3.61
C -4.80 -0.46 -3.53
H 4.23 2.28 -0.47
H -0.19 -3.04 -1.91
H -2.22 3.49 -3.91
H 2.30 -4.29 2.60
H 2.88 -0.45 -0.98
H -0.79 2.34 2.31
C 1.49 -1.62 2.31
C 1.74 -0.12 2.47
N -1.29 0.55 1.41
H -2.94 -0.05 5.87
C 2.40 -3.88 1.60
H -1.00 -2.68 -0.38
H -2.49 -2.79 -2.73
H 3.22 -4.39 1.11
H 0.96 0.36 3.06
H 1.31 -2.04 3.30
H -3.18 -1.89 2.70
C 2.88 0.63 -0.80
C 0.49 -0.60 -3.19
H 3.56 -2.16 2.19
C -2.27 -0.67 -2.40
H 0.72 -2.32 -0.58
```

Values from the calculation:
Electronic energy ... -4363.96717 Ha
Gap between HOMO and LUMO ... 5.795 eV
E_HOMO ... -13.72 eV
Energy above the lowest of the compared OMol25 structures with the same formula, charge and spin ... 135.8 kJ/mol
LUMO level ... -7.9 eV
Total charge ... +2
Maximum force ... 1.4 eV/Å

***

Formula: C25H42O15S3
Source: OMol25
Level of theory: the ωB97M-V functional and the def2-TZVPD basis

```
85
C25H42O15S3 | OMol25 | the ωB97M-V functional and the def2-TZVPD basis
O 0.83 1.38 2.57
O 4.79 3.23 4.31
C 0.91 -6.36 4.48
C -3.83 2.50 -5.76
O -0.99 -0.18 2.64
H 0.93 -1.76 1.72
O -6.80 1.64 -5.09
C 1.62 -2.48 -1.24
H -4.24 1.86 -4.97
H -0.80 -2.75 0.46
C -0.32 -0.70 0.37
C -0.27 -3.15 -2.47
H -2.78 2.66 -5.55
C 4.36 5.58 2.18
H -1.72 -1.93 -0.76
C 2.70 -2.45 6.42
H 4.19 -3.14 -1.02
S 1.78 -3.32 5.19
C 2.44 -2.98 -2.24
H -3.94 1.96 -6.70
C 5.49 4.73 1.62
H 0.17 -7.10 4.19
C 0.84 -0.72 1.38
H -4.52 4.35 -4.87
C 0.37 -5.47 5.58
C 0.27 -2.55 -1.35
H 0.10 -4.13 -4.31
H 2.03 -2.14 7.21
O -6.92 3.86 -3.97
C -8.45 3.41 -6.04
C -2.92 -0.95 -3.76
C 0.38 0.04 2.66
H 2.56 -3.92 -4.13
C -1.48 -0.43 1.38
H 1.98 3.05 4.34
C -0.29 0.65 -0.44
H 2.52 3.37 6.01
S -6.97 3.06 -5.15
H -4.11 4.46 -6.57
O 2.69 -3.76 4.18
C 2.36 3.80 5.02
H 4.75 6.42 2.75
O -1.45 0.63 -4.73
O 0.50 0.22 -2.63
O 1.36 -4.56 6.09
H 0.69 1.12 -0.28
C -0.72 -2.00 -0.33
H 4.51 -3.35 -2.79
H 2.09 -2.01 -0.39
C 3.93 -2.83 -2.03
O -1.70 0.77 -2.46
H 3.15 -1.58 5.93
H 1.81 -6.88 4.82
H -8.57 4.48 -6.12
C -1.94 0.21 -3.71
C -4.57 3.82 -5.82
S 3.92 4.36 4.44
H -8.39 2.95 -7.02
H 4.14 -1.75 -2.11
C 0.54 -3.65 -3.44
O 3.44 4.81 2.98
C -0.45 0.51 -1.94
H 3.77 5.98 1.36
H -0.51 -4.91 5.24
H -2.87 -1.59 -2.88
H -1.34 -3.24 -2.60
H 1.81 -0.46 0.95
H 1.35 1.48 1.77
O 4.32 5.52 5.17
H 3.48 -3.10 6.80
O -2.66 -0.38 1.17
H 0.05 -6.08 6.42
C 1.90 -3.55 -3.35
H 1.68 4.65 5.09
H -3.92 -0.48 -3.78
H 6.13 4.36 2.41
H -9.27 2.97 -5.48
O 0.61 -2.56 4.87
O -5.95 3.66 -6.22
H -1.05 1.35 -0.08
H 6.10 5.32 0.94
H 1.18 -5.79 3.60
H 0.93 -0.42 3.48
H -2.82 -1.50 -4.69
H 5.09 3.86 1.09
```

Values from the calculation:
Electronic energy ... -3300.94602 Ha
SMILES ... CC(=O)OC(=O)C[C@@]1(Cc2cccc(C)c2)C[C@@H](O)OC1=O.CCOS(C)(=O)=O.CCOS(C)(=O)=O.CCOS(C)(=O)=O
Gap between HOMO and LUMO ... 9.350 eV
E_HOMO ... -9.09 eV
LUMO level ... 0.3 eV
Total charge ... 0
Maximum force ... 3.6 eV/Å

***

Q: maximum force of number 2 (C25H42GeN2P2PtS)?
A: 1.4 eV/Å